65
Properties=species:S:1:pos:R:3:nbo_charge:R:1 method="wB97M-V/def2-TZVPD" charge=0 relative_energy_kcal_mol=61.8 homo_lumo_gap_ev=8.15 lumo_ev=0.00 e_homo_ev=-8.1533
C 0.61 6.24 0.79 -0.25
O 0.94 5.02 1.40 -0.51
C 0.57 3.86 0.80 0.41
C 0.93 2.68 1.47 -0.31
C 0.58 1.46 0.93 -0.15
C -0.13 1.37 -0.26 -0.14
C -0.49 0.02 -0.83 -0.07
C -1.02 -0.93 0.22 -0.21
C -2.11 -0.65 0.97 0.43
O -2.74 0.53 0.79 -0.65
C -2.66 -1.55 1.99 -0.14
C -3.00 -1.04 3.25 -0.21
C -3.49 -1.88 4.23 -0.24
C -3.69 -3.23 3.96 0.23
C -3.42 -3.73 2.68 0.28
C -2.89 -2.89 1.71 -0.18
O -3.69 -5.03 2.34 -0.49
C -4.48 -5.72 3.29 -0.10
C -3.99 -5.41 4.70 -0.10
O -4.15 -4.03 4.97 -0.48
C -0.09 -2.04 0.37 0.45
O -0.12 -2.95 1.17 -0.51
C 0.99 -1.81 -0.68 0.57
O 1.94 -2.52 -0.93 -0.60
N 0.67 -0.68 -1.34 -0.40
C 1.47 -0.16 -2.42 -0.22
C 2.66 0.67 -1.92 -0.43
C 3.71 0.91 -3.00 -0.21
N 4.89 0.08 -2.82 -0.43
C 5.97 0.51 -3.69 -0.41
C 4.62 -1.33 -3.00 -0.43
C -0.47 2.54 -0.93 0.41
O -1.14 2.39 -2.12 -0.52
C -1.57 3.54 -2.81 -0.25
C -0.13 3.78 -0.40 -0.44
H -0.47 6.36 0.70 0.17
H 1.07 6.34 -0.20 0.17
H 1.00 7.01 1.45 0.20
H 1.47 2.76 2.39 0.23
H 0.86 0.55 1.45 0.22
H -1.22 0.17 -1.63 0.23
H -3.50 0.59 1.40 0.49
H -2.82 0.00 3.48 0.21
H -3.72 -1.51 5.22 0.23
H -2.67 -3.31 0.74 0.24
H -4.38 -6.78 3.06 0.21
H -5.53 -5.41 3.19 0.18
H -4.59 -5.94 5.45 0.20
H -2.94 -5.69 4.80 0.19
H 0.83 0.44 -3.07 0.21
H 1.85 -1.02 -2.98 0.22
H 3.13 0.15 -1.09 0.23
H 2.28 1.63 -1.54 0.21
H 3.26 0.77 -4.00 0.15
H 4.05 1.95 -2.95 0.20
H 5.72 0.41 -4.76 0.16
H 6.21 1.55 -3.48 0.19
H 6.85 -0.10 -3.48 0.20
H 4.24 -1.56 -4.01 0.15
H 3.89 -1.67 -2.26 0.23
H 5.54 -1.89 -2.84 0.20
H -2.10 3.17 -3.69 0.20
H -2.26 4.14 -2.20 0.18
H -0.73 4.16 -3.13 0.18
H -0.41 4.68 -0.92 0.22

54
Properties=species:S:1:pos:R:3:nbo_charge:R:1 method="wB97M-V/def2-TZVPD" charge=0 relative_energy_kcal_mol=0.0 multiplicity=2 homo_lumo_gap_ev="5.94 / 7.29" lumo_ev="0.12 / 0.09" e_homo_ev="-5.8211 / -7.1977"
Pb 5.56 8.27 12.43 0.72
C 4.81 11.47 17.20 -0.78
Se 4.42 10.32 15.62 0.25
C 3.69 8.77 16.62 -0.57
C 4.74 7.83 17.12 -0.57
Se 5.39 6.59 15.71 0.26
C 6.39 5.40 16.94 -0.78
H 3.88 11.66 17.74 0.22
H 5.20 12.41 16.79 0.23
H 5.55 10.97 17.84 0.21
H 3.04 8.30 15.88 0.23
H 3.03 9.19 17.41 0.23
H 4.39 7.15 17.92 0.22
H 5.65 8.37 17.44 0.22
H 7.11 5.96 17.55 0.22
H 6.89 4.65 16.30 0.23
H 5.66 4.87 17.58 0.22
O 6.12 5.07 12.26 -0.57
C 6.72 6.12 12.16 0.31
C 8.10 6.24 11.77 -0.18
C 8.69 5.21 11.02 -0.15
C 10.04 5.29 10.68 -0.20
C 10.80 6.39 11.09 -0.19
C 10.23 7.42 11.84 -0.20
C 8.87 7.36 12.17 -0.34
P 8.14 8.68 13.13 0.98
C 9.14 10.13 12.78 -0.37
C 10.22 10.52 13.60 -0.20
C 11.04 11.57 13.19 -0.22
C 10.80 12.26 12.00 -0.20
C 9.73 11.87 11.19 -0.20
C 8.90 10.82 11.58 -0.19
C 8.55 8.29 14.84 -0.38
C 8.20 9.26 15.79 -0.19
C 8.56 9.07 17.14 -0.22
C 9.26 7.92 17.53 -0.22
C 9.58 6.94 16.56 -0.23
C 9.24 7.12 15.22 -0.14
H 8.06 4.37 10.75 0.24
H 10.48 4.50 10.06 0.22
H 11.86 6.46 10.82 0.22
H 10.86 8.25 12.18 0.23
H 10.46 9.95 14.50 0.23
H 11.88 11.86 13.83 0.22
H 11.42 13.12 11.70 0.22
H 9.52 12.40 10.27 0.22
H 8.04 10.53 10.96 0.25
H 7.69 10.17 15.46 0.23
H 8.30 9.83 17.87 0.22
H 9.55 7.78 18.58 0.22
H 10.11 6.04 16.86 0.22
H 9.55 6.38 14.47 0.22
S 6.43 9.50 9.04 0.11
C 6.45 8.99 10.52 -0.74

16
Properties=species:S:1:pos:R:3:nbo_charge:R:1 method="wB97M-V/def2-TZVPD" charge=0 relative_energy_kcal_mol=0.2 homo_lumo_gap_ev=8.10 lumo_ev=-2.16 e_homo_ev=-10.2570
O 0.19 -1.87 1.28 -0.43
C -0.03 -0.94 0.61 0.62
C 0.04 0.57 1.21 -0.12
S -1.65 1.15 1.05 0.07
N 1.10 1.22 0.54 -0.16
N 2.00 1.45 1.36 -0.01
N 1.57 0.98 2.60 -0.01
N 0.48 0.47 2.53 -0.10
C -0.14 -0.92 -0.91 -0.11
S 1.61 -0.78 -1.50 0.07
N -0.90 0.23 -1.36 -0.16
N -1.86 -0.23 -2.01 -0.03
N -1.80 -1.62 -2.11 0.01
N -0.83 -2.03 -1.47 -0.10
H -1.51 1.68 -0.27 0.22
H 1.73 0.65 -1.53 0.21

82
Properties=species:S:1:pos:R:3:mulliken_charge:R:1 method="wB97M-V/def2-TZVPD" charge=+2 homo_lumo_gap_ev=2.05 lumo_ev=-9.79 e_homo_ev=-11.8450
C 0.85 1.70 -2.56 -0.55
N 0.64 0.23 -2.84 -0.34
C 1.74 -0.61 -2.19 0.14
C 1.15 -1.99 -1.66 0.48
N 0.35 -1.65 -0.47 0.43
C 0.30 -2.74 0.52 -0.84
C 1.35 -2.57 1.67 -1.29
C 1.31 -1.14 2.30 -1.30
C 2.49 -0.23 1.73 0.03
C 1.89 1.17 1.30 0.13
O 2.85 2.20 1.55 -0.43
C 3.80 2.23 0.49 -0.52
C 2.39 -2.90 -1.37 0.11
O 2.25 -4.11 -1.52 -0.58
O 3.47 -2.32 -1.03 -0.65
H 0.23 2.06 -1.70 0.34
H 1.95 1.97 -2.37 0.45
H 0.53 2.26 -3.48 0.31
H -0.28 -0.05 -2.48 0.28
H 2.53 -0.92 -2.94 0.16
H 2.27 -0.05 -1.38 -0.40
H 0.53 -2.39 -2.49 0.27
H -0.60 -1.58 -0.82 0.08
H 0.31 -3.77 0.08 0.45
H -0.70 -2.64 1.03 0.15
H 1.08 -3.33 2.44 0.38
H 2.38 -2.77 1.29 0.46
H 1.50 -1.23 3.43 0.56
H 0.31 -0.67 2.09 0.89
H 3.31 -0.07 2.47 0.39
H 2.90 -0.77 0.84 0.05
H 1.66 1.21 0.20 -0.40
H 0.95 1.38 1.86 0.40
H 3.56 3.04 -0.25 0.24
H 4.84 2.42 0.87 0.34
H 3.85 1.27 -0.10 0.14
Li 1.15 0.26 4.09 0.87
C -1.60 -3.77 5.86 -0.17
C -2.91 -3.26 6.37 -0.31
O -2.57 -1.90 6.76 -0.35
C -1.50 -1.55 6.06 1.01
O -1.06 -0.39 6.03 -0.76
O -0.97 -2.55 5.40 -0.21
H -1.72 -4.48 5.04 0.21
H -0.98 -4.21 6.64 0.29
H -3.68 -3.21 5.60 0.28
H -3.29 -3.83 7.21 0.33
Ca -1.94 1.18 6.97 1.67
O -2.24 -0.37 -1.26 -0.70
H -3.15 -0.06 -1.36 0.22
B 3.36 3.33 4.88 0.53
F 4.68 3.24 4.42 -0.37
F 3.34 3.62 6.26 -0.37
F 2.67 4.33 4.17 -0.40
F 2.70 2.06 4.67 -0.31
C -3.56 -4.27 0.59 -0.43
C -4.62 -3.18 0.34 -0.31
O -4.42 -2.59 -0.92 -0.42
H -2.56 -3.84 0.54 -0.07
H -3.73 -4.73 1.58 0.24
H -3.62 -5.06 -0.17 0.45
H -4.54 -2.39 1.09 0.24
H -5.62 -3.61 0.38 0.34
H -4.49 -3.29 -1.59 0.32
Al 3.01 1.14 -3.31 0.12
C -0.10 5.89 -6.67 -1.42
C -1.23 5.14 -6.00 0.44
C -2.08 6.00 -5.10 -0.51
O -2.56 5.06 -4.14 -0.34
C -1.64 4.06 -4.07 0.66
O -1.63 3.21 -3.24 -0.51
O -0.74 4.15 -5.08 -0.27
H -0.46 6.76 -7.20 0.38
H 0.65 6.20 -5.93 0.35
H 0.41 5.24 -7.38 0.36
H -1.84 4.63 -6.75 0.27
H -2.91 6.46 -5.64 0.33
H -1.52 6.78 -4.58 0.31
O 0.55 -1.67 -5.67 -0.62
H 0.49 -1.00 -4.98 0.33
H 0.36 -1.19 -6.49 0.31
Cl -1.87 -4.97 2.11 -0.36

122
Properties=species:S:1:pos:R:3:mulliken_charge:R:1 method="wB97M-V/def2-TZVPD" charge=-1 relative_energy_kcal_mol=0.0 homo_lumo_gap_ev=6.58 lumo_ev=2.01 e_homo_ev=-4.5662
C 0.97 5.56 4.92 -1.27
C 0.76 4.61 3.72 0.07
O 1.59 5.04 2.63 -0.43
P 1.38 4.14 1.29 0.97
O 0.00 3.72 1.09 -0.67
C 2.66 2.87 1.33 -0.84
C 2.20 1.45 1.01 -1.05
P 1.19 0.60 2.40 0.03
O -0.09 0.24 1.24 -0.56
C 0.19 -0.91 0.55 -0.99
C 1.03 -1.87 1.47 1.16
C 1.63 -2.87 0.50 -1.12
C 2.72 -3.83 1.02 -0.03
C 4.10 -3.57 0.40 -1.42
Br 2.96 -3.90 2.97 -0.20
P -0.28 -2.70 2.52 0.68
O -0.27 -4.14 2.19 -0.77
O -0.05 -2.48 4.07 -0.49
O -1.74 -2.12 2.30 -0.54
O 1.90 -1.02 2.08 -0.29
O 1.81 5.12 0.08 -0.46
C 1.04 6.33 0.02 -0.32
C -0.26 6.17 -0.76 -0.92
H 0.13 6.24 4.98 0.23
H 1.06 4.97 5.82 0.39
H 1.90 6.10 4.78 0.30
H -0.28 4.59 3.44 0.33
H 1.03 3.62 4.05 0.27
H 3.22 2.93 2.26 0.42
H 3.35 3.18 0.55 0.42
H 3.09 0.85 0.82 0.54
H 1.66 1.48 0.07 0.30
H 0.64 1.85 2.84 -0.30
H 2.31 0.80 3.31 0.07
H 0.37 -0.03 3.41 0.03
H -0.68 -1.35 0.07 0.52
H 0.85 -0.63 -0.30 0.38
H 0.85 -3.46 0.05 0.29
H 2.07 -2.28 -0.30 0.48
H 2.43 -4.83 0.74 0.53
H 3.96 -3.22 -0.61 0.37
H 4.65 -4.51 0.41 0.39
H 4.65 -2.86 1.01 0.35
H 0.85 -2.80 4.27 0.35
H -2.14 -2.68 1.61 0.35
H 0.80 6.71 1.01 0.25
H 1.66 7.06 -0.48 0.34
H -1.07 5.97 -0.07 0.10
H -0.23 5.40 -1.53 0.31
H -0.48 7.11 -1.26 0.43
F -1.05 8.09 3.00 -0.28
C -2.18 8.42 2.35 0.47
C -2.34 9.70 1.85 -0.57
C -3.49 10.01 1.14 -0.37
C -4.47 9.04 0.94 -0.71
C -4.29 7.76 1.45 -0.47
C -3.14 7.44 2.15 -0.30
H -1.57 10.44 2.02 0.43
H -3.63 11.00 0.74 0.37
H -5.36 9.28 0.38 0.40
H -5.05 7.01 1.29 0.56
H -2.98 6.45 2.55 0.46
F 7.32 -8.64 5.33 -0.34
C 6.02 -8.53 4.97 0.56
C 5.51 -7.28 4.66 -0.61
C 4.18 -7.17 4.29 0.01
C 3.38 -8.31 4.24 -0.79
C 3.91 -9.55 4.55 -0.21
C 5.24 -9.67 4.92 -0.61
H 6.16 -6.41 4.71 0.45
H 3.77 -6.21 4.03 0.25
H 2.34 -8.21 3.95 0.45
H 3.28 -10.43 4.51 0.37
H 5.67 -10.63 5.16 0.47
F -4.58 7.29 -2.35 -0.36
C -5.43 6.27 -2.12 0.20
C -5.16 5.39 -1.09 -0.34
C -6.03 4.34 -0.85 -0.61
C -7.16 4.18 -1.64 -0.42
C -7.42 5.08 -2.67 -0.46
C -6.55 6.13 -2.91 -0.40
H -4.26 5.52 -0.49 0.74
H -5.83 3.65 -0.05 0.40
H -7.84 3.36 -1.46 0.39
H -8.30 4.96 -3.30 0.39
H -6.73 6.84 -3.71 0.47
F 1.30 -2.96 -2.38 -0.15
C 0.54 -3.48 -3.37 0.36
C 0.21 -2.69 -4.45 -0.55
C -0.56 -3.23 -5.46 -0.35
C -1.00 -4.55 -5.38 -0.52
C -0.66 -5.32 -4.28 -0.45
C 0.12 -4.79 -3.27 -0.31
H 0.56 -1.67 -4.49 0.41
H -0.82 -2.63 -6.32 0.35
H -1.61 -4.96 -6.17 0.36
H -1.01 -6.34 -4.21 0.35
H 0.40 -5.38 -2.40 0.47
F -7.68 6.94 -9.08 -0.33
C -6.83 6.35 -8.21 0.41
C -6.93 4.99 -8.00 -0.47
C -6.05 4.39 -7.11 -0.32
C -5.09 5.15 -6.45 -0.57
C -5.01 6.52 -6.68 -0.34
C -5.89 7.13 -7.57 -0.44
H -7.68 4.42 -8.52 0.42
H -6.11 3.32 -6.94 0.38
H -4.41 4.68 -5.76 0.43
H -4.27 7.11 -6.16 0.40
H -5.84 8.19 -7.77 0.42
F 3.92 -10.57 1.84 -0.20
C 4.87 -11.31 1.25 0.33
C 6.14 -11.33 1.79 -0.10
C 7.12 -12.10 1.16 -0.50
C 6.82 -12.81 0.01 -0.51
C 5.54 -12.76 -0.52 -0.36
C 4.55 -12.01 0.10 -0.54
H 6.36 -10.76 2.68 0.37
H 8.12 -12.13 1.58 0.36
H 7.59 -13.40 -0.47 0.36
H 5.30 -13.31 -1.42 0.35
H 3.55 -11.96 -0.29 0.42

50
Properties=species:S:1:pos:R:3:nbo_charge:R:1 method="wB97M-V/def2-TZVPD" charge=+1 relative_energy_kcal_mol=0.0 multiplicity=3 homo_lumo_gap_ev="9.31 / 7.80" lumo_ev="-2.43 / -3.98" e_homo_ev="-11.7403 / -11.7768"
Pd -0.27 -0.18 -1.10 1.23
O 1.56 0.26 0.51 -0.69
C 0.87 1.24 0.83 0.66
N -0.35 1.44 0.26 -0.76
C -0.89 2.64 0.75 0.66
O -1.95 3.12 0.44 -0.54
C 0.10 3.19 1.75 -0.06
C 0.04 4.32 2.53 -0.19
C 1.11 4.55 3.40 -0.18
C 2.19 3.67 3.46 -0.20
C 2.24 2.53 2.66 -0.16
C 1.17 2.32 1.80 -0.17
H -0.80 4.99 2.48 0.24
H 1.10 5.42 4.04 0.23
H 3.00 3.87 4.15 0.23
H 3.07 1.84 2.70 0.23
N 3.84 -0.45 -1.85 -0.78
C 3.90 -0.68 -3.17 0.66
N 5.09 -0.59 -3.78 -0.76
N 2.85 -0.99 -3.91 -0.63
C 1.71 -1.10 -3.31 0.58
N 0.69 -1.19 -2.77 -0.64
H 4.65 -0.19 -1.31 0.41
H 2.96 -0.49 -1.36 0.44
H 5.94 -0.41 -3.28 0.41
H 5.13 -0.79 -4.76 0.43
N -3.46 0.70 -3.80 -0.49
C -4.08 1.17 -2.66 -0.08
C -3.23 0.92 -1.64 -0.07
N -2.10 0.30 -2.14 -0.53
C -2.27 0.19 -3.44 0.20
H -3.82 0.74 -4.73 0.44
H -5.05 1.63 -2.69 0.24
H -3.33 1.16 -0.59 0.25
H -1.57 -0.25 -4.13 0.23
N -1.30 -1.91 4.11 -0.80
C -1.54 -3.06 3.44 0.65
O -1.87 -4.08 3.99 -0.58
C -1.39 -3.04 1.94 -0.17
C -1.58 -4.23 1.26 -0.08
C -1.46 -4.27 -0.12 -0.24
C -1.13 -3.10 -0.78 0.06
N -0.94 -1.95 -0.13 -0.47
C -1.07 -1.92 1.20 0.08
H -1.39 -1.93 5.11 0.42
H -0.98 -1.06 3.68 0.39
H -1.84 -5.12 1.84 0.26
H -1.61 -5.18 -0.67 0.24
H -1.01 -3.07 -1.86 0.23
H -0.92 -0.94 1.64 0.21

Strongest force on any atom (eV/Å)
0.793 2.338 3.805 3.370 2.705 0.612